[1]
Below is a molecular structure, C19H29B3BeBrCl4F3KN3O10S at a distorted geometry, with properties calculated with ωB97M-V/def2-TZVPD.

Structure (XYZ):
```
75
Properties=species:S:1:pos:R:3:forces:R:3
O -0.82908 8.95510 -0.17199 0.18 0.11 0.01
C -1.99132 8.89024 -0.38804 0.42 -0.16 0.14
F -2.69220 9.98712 -0.67619 -0.30 0.50 -0.11
C -2.81616 7.66227 -0.41042 -0.10 0.08 -0.03
B -2.79805 7.07440 -1.86993 -1.08 -0.19 -0.56
O -2.71935 7.90128 -2.96715 0.84 0.38 0.50
B -1.74444 7.50389 -3.88913 -0.71 0.06 -0.48
C -0.80619 8.52593 -4.57698 -0.15 -0.05 -0.48
C 0.64065 8.05958 -4.65452 0.10 0.09 0.17
C 1.33906 8.06088 -3.31124 0.30 -0.02 -0.15
O 1.78093 9.37201 -2.97538 -0.17 0.05 0.04
O -1.62540 6.13735 -4.11661 0.94 0.37 0.30
B -1.66725 5.46219 -2.91736 -0.08 -0.55 -0.26
N -0.52874 4.67299 -2.45785 -1.93 -0.77 -0.47
C -0.65835 3.43134 -2.48885 2.27 1.25 -0.21
S -0.42606 1.92047 -2.55515 -1.18 -1.10 -1.06
O -2.76922 5.71688 -2.11460 0.67 0.03 1.12
H -3.82456 7.89880 -0.09029 -0.27 -0.07 0.06
H -2.35051 6.96575 0.27262 -0.09 -0.29 0.15
H -1.17425 8.63221 -5.60034 -0.13 0.08 -0.19
H -0.88401 9.50991 -4.12940 0.00 0.20 0.17
H 1.20696 8.71769 -5.30494 0.15 0.08 -0.19
H 0.70380 7.05788 -5.06683 -0.14 -0.22 -0.13
H 2.18790 7.38427 -3.36010 0.20 -0.14 0.05
H 0.68251 7.68125 -2.52732 -0.15 0.01 0.22
H 2.71636 9.33202 -2.77495 0.04 0.06 0.08
K -0.03891 2.19816 0.13230 0.22 -0.64 1.19
C -0.06330 -1.00632 4.52815 0.01 0.06 -0.51
C -0.37123 -2.06186 5.32721 -0.16 0.29 0.73
C -0.88519 -3.32912 4.76185 -0.41 0.33 0.29
O -1.18527 -4.25471 5.46862 -0.23 -0.36 0.08
C -1.01148 -3.40257 3.26678 1.07 -1.58 0.23
C -0.68913 -2.31906 2.49656 0.21 0.39 -0.04
C -0.18351 -1.06617 3.07367 0.06 -0.18 0.02
O 0.10201 -0.13528 2.33999 0.04 0.51 -0.15
H 0.28156 -0.07171 4.94822 -0.10 0.01 0.08
H -0.23534 -2.01588 6.40942 0.70 -0.36 -0.13
H -1.43699 -4.30329 2.84960 -0.78 0.35 0.00
H -0.80489 -2.33343 1.41834 -0.13 0.03 0.00
C 2.33069 -1.31798 -0.19460 -0.33 -0.10 0.03
O 1.76420 -0.25887 -0.41443 -0.05 0.50 0.08
N 3.30878 -1.82311 -0.94485 0.25 -0.10 0.01
C 3.90157 -3.12479 -0.67281 0.04 0.20 -0.17
C 3.77779 -1.05297 -2.08616 -0.11 0.00 0.04
H 2.04178 -1.97502 0.64449 0.04 0.04 0.04
H 4.97172 -3.02850 -0.48088 -0.01 0.02 0.03
H 3.74432 -3.78209 -1.52378 0.06 -0.16 0.06
H 3.42633 -3.57190 0.19730 -0.03 -0.01 0.02
H 4.16731 -0.08887 -1.75921 0.02 0.01 -0.02
H 2.95853 -0.86734 -2.78064 0.00 0.01 -0.02
H 4.56234 -1.60958 -2.59001 0.02 -0.03 0.00
C 1.61895 -6.46895 -4.03809 0.06 -0.02 0.04
C 1.83162 -5.62185 -2.80555 -0.03 0.05 0.02
O 2.79951 -5.77740 -2.07270 -0.05 -0.07 -0.07
N 0.90595 -4.66711 -2.53761 -0.04 -0.04 -0.09
C -0.29404 -4.32682 -3.28756 0.13 0.10 0.18
H 2.43969 -7.17450 -4.10884 0.04 -0.01 0.03
H 0.68138 -7.02107 -3.97283 -0.04 0.03 -0.05
H 1.60326 -5.85138 -4.93624 -0.07 -0.01 -0.02
H 1.10181 -4.13922 -1.70222 -0.01 0.03 0.02
H -0.25879 -3.28779 -3.61472 -0.04 0.00 -0.03
H -1.17974 -4.45522 -2.66522 -0.04 -0.02 -0.05
H -0.38695 -4.96452 -4.15912 0.00 -0.03 -0.03
O -0.82281 -6.79791 7.51829 -0.24 0.83 0.39
H -0.99138 -5.91371 7.14291 0.27 -0.16 -0.74
H -1.46702 -7.36873 7.06836 -0.06 -0.10 0.20
C -3.40423 -10.17273 7.67330 0.01 -0.04 0.03
Cl -4.94537 -10.68593 8.34804 -0.03 0.01 0.00
Cl -2.34468 -9.60550 8.96667 0.04 0.00 0.06
Cl -2.64112 -11.51654 6.83129 0.02 -0.02 -0.03
Cl -3.67542 -8.84194 6.53161 -0.02 0.07 -0.07
Br 0.87049 -5.00787 3.00944 -0.16 0.71 -0.02
Be -1.19469 -5.50446 9.22132 0.04 -0.36 -0.10
F -2.12327 0.27690 -2.46971 0.39 0.18 0.20
F -1.50990 -1.01715 6.76702 -0.23 -0.17 -0.47
```
Forces are in eV/Å.

Computed properties:
LUMO energy: -5.515 eV
Charge: 0

[2]
Below is a single C19H29Cl2FN2O2S molecule at a distorted geometry, with properties calculated with ωB97M-V/def2-TZVPD.

Structure (XYZ):
```
56
Properties=species:S:1:pos:R:3:forces:R:3
C -0.49111 2.27884 3.97339 0.22 -0.53 0.52
C -0.25211 0.83785 3.47942 0.13 0.47 -0.28
C 0.59288 0.76580 2.18129 -0.86 0.24 0.89
C 0.22113 -0.33278 1.19444 0.32 1.05 -0.72
C 0.29129 -1.72667 1.83779 0.68 -0.17 0.23
F -0.85598 -1.93404 2.60061 -0.37 0.13 0.05
C 1.47912 -1.99355 2.73995 0.48 -0.42 0.04
C 2.84309 -1.97694 2.02462 -0.64 0.16 -0.09
O 1.24924 -0.19613 0.19494 0.49 -0.19 0.19
C 0.79658 -0.81402 -0.96675 -0.39 -0.51 -0.77
C 1.81444 -0.74879 -2.05460 -0.08 0.41 0.05
Cl 2.55654 0.82783 -2.22800 0.11 -0.12 0.03
C 2.19048 -1.75221 -2.84699 -0.06 0.58 0.30
C 3.23460 -1.64314 -3.89197 0.13 -0.38 -0.50
Cl 1.46010 -3.31250 -2.66097 0.10 -0.09 -0.08
C -0.65935 -0.32236 -1.20179 0.04 -0.83 1.99
C -0.91082 0.97184 -1.93490 1.21 -0.24 -1.23
C -0.47640 0.92587 -3.40485 -2.69 0.42 0.67
C -1.62173 0.89024 -4.41106 3.28 -2.33 -0.20
O -0.66798 -0.25648 -4.04664 0.76 -0.51 -0.48
N -1.41122 -1.54985 -1.67697 -1.83 1.92 -1.47
C -2.57291 -1.41296 -2.05816 1.52 -1.08 1.59
S -4.13360 -1.44721 -2.21399 0.03 0.18 -0.54
C -1.07776 -0.21662 0.32824 -0.64 -1.04 0.43
C -2.21743 0.73341 0.70151 0.89 0.37 0.56
C -1.89969 2.23631 0.76148 -1.19 0.52 -1.36
N -2.82121 2.96815 -0.17373 0.30 -0.15 0.23
H -1.51049 2.61025 3.81216 -0.05 0.19 -0.24
H -0.34120 2.29180 5.05098 -0.04 0.18 0.14
H 0.22335 2.98375 3.55628 -0.05 0.13 -0.18
H 0.27215 0.31410 4.27256 -0.03 -0.27 0.02
H -1.20355 0.33851 3.34770 -0.12 -0.13 0.04
H 1.62758 0.64793 2.48815 0.25 -0.20 -0.24
H 0.55552 1.73691 1.70206 -0.07 0.02 -0.36
H 0.28717 -2.51047 1.07961 -0.09 0.08 -0.28
H 1.32096 -2.98374 3.16331 -0.15 -0.13 0.00
H 1.49754 -1.32197 3.59076 -0.13 0.20 0.09
H 3.29325 -0.99800 2.13597 0.28 0.09 -0.13
H 2.70105 -2.15360 0.96148 0.16 -0.06 -0.13
H 3.50927 -2.73994 2.40849 0.12 -0.03 0.18
H 0.64604 -1.87936 -0.81295 0.07 -0.20 0.18
H 4.17883 -2.05662 -3.54282 0.10 -0.03 0.13
H 3.39651 -0.62038 -4.19859 0.02 0.24 0.08
H 2.95837 -2.20644 -4.77900 -0.13 -0.13 -0.04
H -1.94870 1.28093 -1.93132 -0.15 -0.02 0.55
H -0.26959 1.72653 -1.48794 -0.19 0.20 0.42
H 0.37184 1.51393 -3.68783 0.47 0.23 -0.18
H -2.50976 0.30373 -4.24588 -1.01 1.32 0.07
H -1.18138 1.07500 -5.37986 -1.33 0.80 -0.58
H -1.54553 -1.18593 0.49839 -0.10 -0.09 -0.05
H -3.03937 0.57487 0.01253 -0.13 0.06 -0.16
H -2.57358 0.41880 1.68102 -0.11 -0.13 0.06
H -2.04990 2.66488 1.74336 0.31 -0.21 0.31
H -0.90389 2.46789 0.40731 0.33 -0.16 0.31
H -3.46253 3.54623 0.34956 -0.09 0.06 -0.03
H -2.28064 3.58690 -0.76105 -0.08 0.14 -0.05
```
Forces are in eV/Å.

Computed properties:
LUMO energy: 0.468 eV
Charge: 0

[3]
Below is 9 unconnected molecules or ions with the total composition C19H29Cl8F3O15 at a distorted geometry, with properties calculated with ωB97M-V/def2-TZVPD.

Structure (XYZ):
```
74
Properties=species:S:1:pos:R:3:forces:R:3
C -5.00035 13.05148 15.61916 -0.87 -0.36 -0.19
O -4.97545 12.62532 16.98249 0.91 -0.38 0.28
C -5.78694 11.61876 17.30784 0.06 0.89 -0.24
O -6.59543 11.11612 16.58884 -0.35 -0.54 -0.27
O -5.57872 11.35052 18.59164 0.15 0.06 0.70
C -6.48511 10.44628 19.21314 -0.58 -0.64 -0.51
H -4.13887 13.67765 15.41738 -0.09 0.30 0.32
H -5.96928 13.52227 15.44744 0.73 0.25 0.60
H -4.96528 12.24446 14.88238 0.15 -0.41 0.50
H -6.46273 10.61115 20.28542 0.24 0.02 0.00
H -6.21589 9.41984 18.95964 0.15 0.03 0.21
H -7.50495 10.58350 18.85077 0.09 0.25 0.00
C -4.89658 16.57012 16.74943 -0.45 0.02 -0.68
O -6.15416 17.22204 16.95963 0.29 0.40 -0.29
C -7.18959 16.71428 16.30607 -1.05 -0.81 1.39
O -7.21385 15.66919 15.71149 0.29 -0.02 -0.74
O -8.24594 17.43937 16.61355 -0.16 1.26 0.59
C -9.50041 17.09076 16.06602 -0.08 -0.81 -2.36
H -5.03277 15.63327 16.20468 -0.03 -0.03 0.38
H -4.47810 16.44788 17.73853 0.40 -0.03 -0.25
H -4.32560 17.21635 16.08493 0.45 0.06 0.40
H -9.56008 17.48092 15.04216 0.10 0.27 0.07
H -10.37579 17.49018 16.56054 0.48 0.00 0.80
H -9.54774 16.01951 15.87546 -0.20 -0.07 0.66
C -3.30603 18.71680 13.72941 0.75 0.22 -1.11
C -3.67040 18.54629 12.25180 -1.01 0.35 0.89
O -4.07910 17.20194 12.21437 0.48 -0.09 -0.21
C -3.49105 16.53297 13.26314 -0.29 -0.20 -0.51
O -3.62075 15.37425 13.46226 0.21 0.08 -0.01
O -2.79337 17.40716 13.99783 -0.13 0.22 1.03
F -2.58097 18.79421 11.47660 -0.11 -0.34 -0.17
H -4.15898 18.98995 14.34906 -0.03 -0.27 0.10
H -2.49898 19.43668 13.83466 -0.02 -0.02 0.16
H -4.52326 19.13356 11.91387 0.25 0.15 -0.17
C -11.88812 14.90584 17.70384 1.11 -1.80 -0.69
C -13.28722 14.49952 18.12202 -0.08 2.02 0.82
O -14.11244 15.11035 17.14682 0.01 -0.82 0.36
C -13.35466 15.70722 16.20151 0.38 0.13 -0.99
O -13.76640 16.27163 15.24257 -0.42 0.11 0.14
O -12.04316 15.51755 16.42469 -0.42 0.43 0.72
F -13.56075 15.15078 19.32331 -0.12 -0.49 -0.25
H -11.25356 14.03365 17.51755 -0.15 0.03 0.22
H -11.33596 15.50219 18.42390 -0.49 0.40 -0.06
H -13.49701 13.44861 18.29308 -0.16 -0.02 -0.34
C -5.94665 14.79003 19.52292 -0.10 0.54 -0.10
C -6.47876 13.65606 20.39736 0.67 0.82 0.37
O -7.75939 13.45824 19.85000 0.44 -1.15 0.36
C -8.16695 14.58603 19.22513 0.53 0.41 0.42
O -9.24409 14.72996 18.75532 -0.03 0.14 -0.07
O -7.17126 15.48542 19.28116 -0.70 0.39 -0.99
F -6.62459 14.08826 21.70120 -0.18 0.17 -0.08
H -5.53276 14.47058 18.56135 -0.13 -0.46 0.20
H -5.27461 15.55489 19.91501 -0.01 -0.60 0.65
H -5.86291 12.77078 20.48986 -0.32 -0.27 -0.62
C -0.23743 16.44719 16.33414 0.40 0.69 -0.35
Cl -1.70654 15.67834 16.90763 0.08 -0.18 -0.09
Cl 0.58020 17.37228 17.60991 0.04 -0.12 0.10
H 0.47104 15.74259 15.91209 -0.17 -0.32 0.31
H -0.46359 17.17696 15.56246 -0.37 -0.14 0.03
C -4.40065 18.98840 20.04430 -0.12 -0.55 -0.17
Cl -3.45380 17.49967 19.78656 0.42 0.29 0.18
Cl -5.85666 18.58254 20.95910 0.01 0.30 -0.05
H -3.79638 19.70606 20.58469 -0.02 -0.06 0.08
H -4.66796 19.34183 19.05492 -0.17 0.11 0.11
C -6.82380 15.35341 12.67241 0.24 -0.27 0.31
Cl -6.47887 13.78582 13.43360 -0.62 0.38 -1.74
Cl -8.55928 15.55742 12.39100 0.25 0.17 -0.04
H -6.45516 16.08763 13.37871 -0.35 0.14 0.05
H -6.26387 15.44776 11.74928 -0.21 -0.21 -0.14
C -11.95447 19.03525 20.47297 -0.25 -0.33 0.44
Cl -11.08387 18.33980 19.10884 0.06 -0.14 0.02
Cl -12.79961 17.82619 21.49120 0.17 0.17 -0.39
H -11.24010 19.50817 21.13358 0.02 0.20 -0.16
H -12.69954 19.71077 20.07464 0.02 0.09 0.11
```
Forces are in eV/Å.

Computed properties:
LUMO energy: 0.006 eV
Charge: 0

[4]
Below is a molecular structure, C19H29F4N2O2PS5Sn at a distorted geometry, with properties calculated with ωB97M-V/def2-TZVPD.

Structure (XYZ):
```
63
Properties=species:S:1:pos:R:3:forces:R:3
Sn 0.42607 -0.47315 1.19967 -0.40 -0.25 0.00
C -0.87125 -4.88972 1.30416 0.93 -1.26 0.22
C -0.91128 -3.40614 1.39117 -0.86 0.85 -0.28
N 0.15631 -2.76315 2.15949 -0.50 0.92 0.12
C -0.25237 -2.55857 3.57631 -0.18 0.05 -0.11
C -0.50271 -3.84403 4.44302 0.04 0.54 0.61
C 1.49386 -3.27498 1.95459 0.55 -1.51 1.55
C 2.58051 -2.28696 2.39057 0.56 -1.04 1.56
N 2.36717 -0.91925 1.99087 0.09 0.36 -0.13
C 3.46436 -0.09332 1.86237 -0.43 0.52 -0.36
C 3.27513 1.17292 1.27530 0.21 0.27 -0.51
F 1.98682 1.51477 0.95799 0.24 0.14 -0.03
C 4.30027 2.02724 0.90968 1.70 -0.65 0.81
F 4.06641 3.23705 0.39430 -0.35 -0.17 -0.01
C 5.65784 1.64907 1.12939 -2.02 -0.51 -0.21
C 5.84186 0.37605 1.66664 1.83 0.61 0.40
F 7.11979 -0.12821 1.78948 -1.35 0.68 0.19
C 4.80710 -0.34463 2.20064 -0.99 -2.10 0.96
F 5.02665 -1.41651 3.07377 0.42 1.18 -1.33
H -1.78912 -5.23866 0.79288 0.62 0.00 0.22
H -0.79514 -5.37694 2.33447 -0.02 0.47 -1.58
H 0.03646 -5.09506 0.66923 -0.98 -0.62 0.71
H -1.85965 -3.11028 1.85645 0.15 0.24 -0.16
H -0.90428 -2.99348 0.36807 -0.05 -0.13 0.25
H -1.19334 -1.93833 3.52043 0.88 -0.68 0.24
H 0.52085 -1.90366 4.00591 -0.22 -0.36 0.21
H -1.46293 -4.33909 4.18375 0.59 0.40 0.15
H -0.56588 -3.50004 5.51819 -0.03 -0.44 -1.12
H 0.30152 -4.61721 4.40420 -0.46 0.76 -0.15
H 1.66204 -3.54543 0.93570 -0.28 0.17 -1.00
H 1.62153 -4.28866 2.50444 0.09 1.58 -0.54
H 3.51314 -2.66791 1.98959 0.14 -0.15 -0.24
H 2.73090 -2.38065 3.50289 -0.27 0.21 -0.78
H 6.44518 2.35280 0.94414 0.31 -0.09 -0.27
S 0.41370 -1.47367 -3.94328 -0.20 -0.47 -0.29
C -0.02624 -1.44141 -2.35632 0.06 0.28 -1.95
S 1.19336 -1.19857 -1.26299 1.08 0.34 2.42
S -1.71374 -1.75716 -2.09846 -1.48 0.77 0.75
C -4.49279 4.02589 -2.78696 -0.46 -0.01 0.92
C -4.26924 3.62999 -1.29756 0.45 -1.15 -0.63
C -3.17245 4.41698 -0.63076 0.39 1.13 -1.05
O -3.88745 2.16850 -1.09473 -0.45 0.24 -0.48
P -3.11928 1.29244 -2.17552 1.10 1.97 0.09
S -4.00562 0.68276 -3.72746 -0.37 -0.34 -0.33
S -2.41252 -0.16000 -0.86101 0.55 -1.30 0.28
O -1.84482 2.31756 -2.37051 -0.60 -1.67 -0.35
C -0.67375 1.92513 -3.17354 -0.74 -0.54 0.11
C 0.33658 2.98008 -2.80075 0.45 1.12 -0.78
C -1.05126 1.76190 -4.63721 -0.52 1.63 -1.58
H -4.75755 5.08717 -2.77031 0.09 -0.05 -0.13
H -5.27226 3.48492 -3.31267 -0.45 -0.15 0.47
H -3.64552 3.86561 -3.43124 0.76 0.18 0.20
H -5.18083 3.66638 -0.70734 -0.17 0.13 -0.24
H -2.29787 4.46196 -1.29471 -0.25 0.02 0.19
H -2.84678 3.97492 0.27671 0.08 -0.56 0.90
H -3.47130 5.45176 -0.40565 -0.13 -0.28 -0.18
H -0.29291 0.92464 -2.86151 -0.39 0.78 0.21
H -0.14622 3.97407 -2.56434 0.35 -1.14 -0.29
H 0.98764 3.15345 -3.69425 -0.09 -0.16 1.00
H 0.89960 2.64836 -1.91734 0.04 0.28 -0.37
H -1.90142 2.39523 -4.99890 0.63 -0.05 0.80
H -1.38483 0.79752 -4.94737 -0.05 -0.99 0.41
H -0.25799 2.00774 -5.35374 0.35 0.02 0.52
```
Forces are in eV/Å.

Computed properties:
LUMO energy: -0.760 eV
Charge: 0
Relative energy (zero: lowest compared OMol25 entry of this formula, charge and spin): 2.3 kcal per mole

no.,HOMO-LUMO gap (eV)
1,1.7895
2,9.3384
3,10.1751
4,7.0380